Model a:
Below is a cluster of 2 separate species, C6H17N2 in total, with properties calculated with the ωB97M-V functional and the def2-TZVPD basis.

Each line ends with the Löwdin spin population.
Geometry (Å):
C (0.414, 1.187, -0.344)  0.10
C (0.533, 1.377, -1.871)  0.09
C (1.964, 1.826, -2.202)  0.02
N (0.210, 0.135, -2.577)  0.72
H (0.482, 2.181, 0.103)  0.01
H (-0.518, 0.754, -0.004)  0.00
H (1.303, 0.651, 0.005)  0.00
H (-0.197, 2.120, -2.187)  0.00
H (1.984, 2.139, -3.255)  0.00
H (2.320, 2.659, -1.604)  0.00
H (2.725, 1.037, -2.095)  0.00
H (-0.789, -0.091, -2.494)  0.02
H (0.712, -0.705, -2.263)  0.02
C (-1.390, -0.111, 2.435)  0.00
C (-1.091, -1.385, 1.710)  0.00
C (-1.931, -2.381, 1.461)  0.00
N (0.312, -1.576, 1.259)  0.00
H (-2.454, 0.070, 2.376)  0.00
H (-1.079, -0.214, 3.487)  0.00
H (-0.766, 0.720, 2.112)  0.00
H (-1.670, -3.283, 0.925)  0.00
H (-2.964, -2.232, 1.746)  0.00
H (1.023, -1.139, 1.851)  0.00
H (0.327, -1.171, 0.323)  0.00
H (0.541, -2.568, 1.103)  0.00

Output
Charge ... +2
2S+1 ... 2
Frontier orbital gap (spin up / spin down) ... 10.4475 / 5.6416 eV
Lowest unoccupied orbital energy (spin up / spin down) ... -7.4 / -12.2 eV

Model b:
Below is a cluster of 2 separate species, C6H17N2 in total, with properties calculated with the ωB97M-V functional and the def2-TZVPD basis.

Each line ends with the Löwdin spin population.
Geometry (Å):
N (-2.389, -1.924, -1.380)  -0.88
C (-1.735, 2.190, 1.494)  0.06
C (-0.725, 2.004, 0.349)  0.21
N (-0.547, 0.644, -0.100)  1.26
C (1.892, -2.212, 0.514)  0.00
C (0.710, -1.398, -0.096)  0.00
C (0.823, 0.100, 0.063)  0.14
C (1.909, 0.786, -0.855)  0.06
H (-2.898, -2.198, -2.161)  -0.03
H (-3.188, -1.894, -0.706)  -0.02
H (-1.272, 2.599, 2.382)  0.01
H (-2.555, 2.926, 1.204)  0.01
H (-2.145, 1.211, 1.530)  0.00
H (0.226, 2.529, 0.649)  0.08
H (-0.973, 2.770, -0.426)  0.05
H (-1.973, -0.925, -1.295)  -0.01
H (1.825, -2.235, 1.591)  0.00
H (2.060, -3.180, -0.016)  0.00
H (2.897, -1.686, 0.298)  0.00
H (-0.310, -1.670, 0.345)  0.00
H (0.588, -1.685, -1.140)  0.00
H (1.221, 0.288, 1.136)  0.05
H (2.424, 1.634, -0.449)  0.01
H (2.759, 0.104, -1.218)  0.01
H (1.376, 1.223, -1.712)  0.00

Output
Charge ... +2
2S+1 ... 2
Frontier orbital gap (spin up / spin down) ... 4.9183 / 6.0081 eV
Lowest unoccupied orbital energy (spin up / spin down) ... -13.9 / -12.8 eV

Result of the stability comparison: model b is the least stable of them.

Model a:
Below is a structure of composition C8H6, with properties calculated with the ωB97M-V functional and the def2-TZVPD basis.

Each line ends with the Mulliken charge.
Geometry (Å):
C (1.182, 0.488, 1.412)  0.10
C (0.620, -0.230, 2.371)  -0.63
C (-0.572, -1.462, -0.166)  -0.64
C (-1.313, -1.146, -1.239)  -0.49
C (1.417, 0.382, -0.053)  -0.38
C (-1.000, 0.331, -1.309)  -0.59
C (-0.361, 0.229, 1.224)  -0.56
C (-0.006, -0.047, -0.191)  1.17
H (-0.392, -2.272, 0.518)  0.47
H (1.498, 1.476, -0.491)  0.23
H (2.305, -0.223, -0.308)  0.28
H (-0.513, 0.680, -2.205)  0.33
H (-1.639, 0.998, -0.850)  0.27
H (-1.224, 0.796, 1.286)  0.43

Output
Frontier orbital gap (spin up / spin down) ... 7.9142 / 7.2338 eV
Lowest unoccupied orbital energy (spin up / spin down) ... -0.7 / -0.6 eV

Model b:
Below is a structure of composition C8H6, with properties calculated with the ωB97M-V functional and the def2-TZVPD basis.

Each line ends with the Mulliken charge.
Geometry (Å):
C (-0.191, 0.333, -1.858)  0.35
C (-1.327, -0.314, -2.091)  -0.80
C (-1.122, 0.181, 1.173)  -0.78
C (-0.272, -0.065, 2.045)  -0.37
C (0.397, 1.047, -0.812)  -0.75
C (0.917, -0.488, 1.282)  -0.30
C (-0.317, -1.007, -1.135)  -0.60
C (-0.017, -0.171, 0.061)  1.28
H (-2.184, 0.430, 1.179)  0.40
H (1.512, 1.256, -0.917)  0.25
H (0.024, 2.065, -0.539)  0.28
H (1.625, 0.363, 1.297)  0.29
H (1.051, -1.562, 1.548)  0.30
H (-0.096, -2.068, -1.233)  0.44

Output
Frontier orbital gap (spin up / spin down) ... 7.9361 / 7.5041 eV
Lowest unoccupied orbital energy (spin up / spin down) ... -0.7 / -0.5 eV

Result of the stability comparison: model b is the least stable of them.

Model a:
Below is a cluster of 6 separate species, H13O6 in total, with properties calculated with the ωB97M-V functional and the def2-TZVPD basis.

Each line ends with the Mulliken charge.
Geometry (Å):
O (-1.457, -0.838, 0.310)  -0.82
H (-1.754, -1.741, 0.463)  0.32
H (-1.701, -0.848, -0.759)  0.44
O (-1.317, 2.103, 0.818)  -0.62
H (-2.041, 2.631, 1.050)  0.33
H (-1.652, 1.262, 0.529)  0.34
O (1.009, 2.061, 1.746)  -0.52
H (0.012, 2.025, 1.490)  0.47
H (1.483, 2.856, 1.403)  0.38
O (2.491, -1.989, -1.096)  -0.68
H (2.555, -2.964, -0.911)  0.35
H (3.387, -1.706, -1.384)  0.34
O (-1.807, -0.845, -2.297)  -0.64
H (-1.136, -1.009, -2.919)  0.33
H (-2.053, 0.040, -2.570)  0.35
O (1.144, -0.312, 0.966)  -0.69
H (1.600, -1.113, 0.604)  0.36
H (0.180, -0.531, 0.878)  0.41
H (1.058, 0.920, 1.678)  0.57

Output
Charge ... +1
Frontier orbital gap ... 12.2995 eV
Lowest unoccupied orbital energy ... -2.9 eV

Model b:
Below is a cluster of 6 separate species, H13O6 in total, with properties calculated with the ωB97M-V functional and the def2-TZVPD basis.

Each line ends with the Mulliken charge.
Geometry (Å):
O (-10.370, -49.325, 16.948)  -0.39
H (-9.939, -49.790, 17.720)  0.45
H (-9.718, -48.514, 16.833)  0.48
H (-10.251, -50.015, 16.203)  0.45
O (-11.211, -51.244, 18.809)  -0.67
H (-10.600, -51.794, 19.358)  0.33
H (-11.862, -50.722, 19.304)  0.33
O (-10.698, -47.209, 14.625)  -0.60
H (-11.563, -46.858, 14.513)  0.32
H (-10.822, -47.651, 13.737)  0.31
O (-8.348, -47.451, 16.827)  -0.67
H (-7.807, -46.904, 16.211)  0.32
H (-8.509, -46.849, 17.549)  0.33
O (-8.032, -50.998, 17.674)  -0.59
H (-7.980, -51.940, 18.092)  0.31
H (-7.102, -50.878, 17.442)  0.30
O (-9.979, -51.218, 14.979)  -0.64
H (-10.704, -51.684, 14.898)  0.29
H (-9.857, -51.026, 14.034)  0.33

Output
Charge ... +1
Frontier orbital gap ... 12.1293 eV
Lowest unoccupied orbital energy ... -2.9 eV

Result of the stability comparison: model b is the least stable of them.

Model a:
Below is the molecule C2H5N3S2, with properties calculated with the ωB97M-V functional and the def2-TZVPD basis.

Each line ends with the Mulliken charge.
Geometry (Å):
H (2.133, 2.608, -0.205)  0.22
N (1.059, 2.335, -0.075)  -0.66
C (0.702, 1.119, -0.083)  0.63
N (1.627, 0.111, 0.111)  -0.34
S (1.487, -1.526, -0.524)  -0.15
S (-0.991, 1.138, -0.550)  -0.02
N (-1.190, -0.482, 0.040)  -0.27
C (-2.281, -1.142, -0.027)  -0.21
H (2.457, 0.388, 0.523)  0.24
H (0.771, -1.927, 0.671)  0.16
H (-3.232, -0.617, -0.444)  0.15
H (-2.541, -2.005, 0.562)  0.27

Output
Structure (SMILES) ... [H]/N=C(\NS)SN=C
Frontier orbital gap ... 9.4492 eV
Lowest unoccupied orbital energy ... 0.6 eV

Model b:
Below is the molecule C2H5N3S2, with properties calculated with the ωB97M-V functional and the def2-TZVPD basis.

Each line ends with the Mulliken charge.
Geometry (Å):
C (-0.537, -1.072, 0.670)  -0.24
C (0.732, 1.185, -0.137)  -0.41
N (0.879, -0.950, 0.836)  -0.55
N (-1.183, -0.060, -0.118)  -0.35
N (1.421, 0.100, 0.415)  0.53
S (3.026, 0.437, 0.415)  -0.25
S (-1.634, -0.508, -1.635)  -0.09
H (-0.694, -2.093, 0.292)  0.39
H (-0.975, -1.018, 1.680)  0.24
H (0.956, 1.454, -1.154)  0.29
H (0.421, 1.962, 0.544)  0.28
H (-2.413, 0.563, -1.808)  0.15

Output
Frontier orbital gap (spin up / spin down) ... 7.0124 / 7.4992 eV
Lowest unoccupied orbital energy (spin up / spin down) ... -0.8 / -0.7 eV

Result of the stability comparison: model b is the least stable of them.

Model a:
Below is a cluster of 2 separate species, C3H12NS in total, with properties calculated with the ωB97M-V functional and the def2-TZVPD basis.

Each line ends with the Mulliken charge.
Geometry (Å):
C (-2.072, 1.212, -1.969)  -0.72
N (-0.729, 0.550, -1.701)  -0.20
H (-2.653, 1.176, -1.058)  0.29
H (-1.852, 2.182, -2.394)  0.31
H (-2.568, 0.610, -2.730)  0.36
H (-0.509, 0.576, -0.686)  0.06
H (0.036, 1.048, -2.150)  0.38
H (-0.684, -0.406, -2.035)  0.39
C (0.430, -1.839, 1.103)  -0.93
S (0.685, -0.049, 0.941)  0.03
C (2.036, 0.336, 2.114)  -0.84
H (0.844, -2.299, 0.210)  0.28
H (-0.592, -2.156, 1.262)  0.33
H (0.924, -2.162, 2.015)  0.35
H (2.856, 0.751, 1.545)  0.28
H (1.601, 1.025, 2.836)  0.31
H (2.247, -0.554, 2.697)  0.30

Output
Charge ... +1
Frontier orbital gap ... 9.1046 eV
Lowest unoccupied orbital energy ... -3.4 eV

Model b:
Below is a cluster of 2 separate species, C3H12NS in total, with properties calculated with the ωB97M-V functional and the def2-TZVPD basis.

Each line ends with the Mulliken charge.
Geometry (Å):
C (-1.630, 3.231, 0.801)  -0.65
N (-1.462, 1.660, 0.799)  -0.36
H (-2.136, 3.541, 1.742)  0.31
H (-0.639, 3.572, 0.669)  0.31
H (-2.224, 3.856, -0.005)  0.30
H (-0.519, 1.460, 0.633)  0.24
H (-1.933, 1.190, -0.120)  0.43
H (-1.671, 1.080, 1.627)  0.37
C (1.668, -1.546, -1.950)  -0.94
C (1.692, -1.157, -0.494)  -0.21
S (0.010, -1.371, 0.333)  -0.35
H (0.702, -1.143, -2.367)  0.27
H (1.789, -2.628, -2.069)  0.29
H (2.448, -1.021, -2.531)  0.31
H (2.325, -1.806, 0.167)  0.31
H (1.969, 0.008, -0.317)  0.25
H (-0.414, -0.957, 1.511)  0.11

Output
Charge ... +1
Frontier orbital gap ... 8.9761 eV
Lowest unoccupied orbital energy ... -3.8 eV

Result of the stability comparison: model b is the least stable of them.

Model a:
Below is a cluster of 2 separate species, C3H12NS in total, with properties calculated with the ωB97M-V functional and the def2-TZVPD basis.

Each line ends with the Mulliken charge.
Geometry (Å):
C (0.035, -2.228, -1.937)  -1.16
H (0.197, -2.813, -1.035)  0.34
H (-0.698, -1.436, -1.786)  0.27
H (-0.339, -2.937, -2.674)  0.32
H (0.965, -1.855, -2.369)  0.29
C (0.133, 1.474, 0.418)  -0.60
C (-0.475, 0.795, 1.643)  -0.65
S (-1.302, 2.056, 2.673)  -0.17
N (0.993, 0.457, -0.312)  -0.17
H (0.808, 2.273, 0.716)  0.43
H (-0.628, 1.818, -0.275)  0.33
H (0.308, 0.305, 2.222)  0.37
H (-1.230, 0.079, 1.323)  0.39
H (-2.378, 1.320, 2.976)  0.17
H (1.409, 0.886, -1.139)  0.41
H (0.440, -0.317, -0.702)  0.08
H (1.761, 0.126, 0.258)  0.36

Output
Charge ... +1
Frontier orbital gap ... 9.3552 eV
Lowest unoccupied orbital energy ... -3.7 eV

Model b:
Below is a cluster of 2 separate species, C3H12NS in total, with properties calculated with the ωB97M-V functional and the def2-TZVPD basis.

Each line ends with the Mulliken charge.
Geometry (Å):
C (1.296, 0.586, -2.535)  -0.78
N (1.755, 0.911, -1.148)  -0.28
H (2.141, 0.290, -3.148)  0.33
H (0.486, -0.148, -2.485)  0.32
H (0.870, 1.503, -2.936)  0.35
H (2.641, 1.417, -1.177)  0.34
H (1.952, 0.056, -0.620)  0.36
H (0.998, 1.356, -0.621)  0.30
C (-2.165, -0.918, 1.146)  -0.91
C (-0.791, -0.977, 1.789)  -0.48
S (0.068, 0.629, 1.763)  -0.29
H (-2.158, -0.630, 0.098)  0.27
H (-2.887, -0.347, 1.717)  0.32
H (-2.564, -1.939, 1.117)  0.31
H (-0.913, -1.209, 2.844)  0.32
H (-0.155, -1.760, 1.395)  0.36
H (-0.573, 1.179, 2.799)  0.16

Output
Charge ... +1
Frontier orbital gap ... 9.1346 eV
Lowest unoccupied orbital energy ... -3.7 eV

Result of the stability comparison: model a is the least stable of them.

Model a:
Below is the molecule C3H4Cl2S, with properties calculated with the ωB97M-V functional and the def2-TZVPD basis.

Each line ends with the Mulliken charge.
Geometry (Å):
S (2.240, -0.492, 0.340)  -0.22
C (0.451, -0.549, 0.872)  -0.45
C (-0.362, 0.432, 0.162)  -0.47
C (-1.051, 0.255, -0.968)  0.31
Cl (-2.145, 1.437, -1.640)  -0.16
Cl (-1.712, -1.368, -1.300)  -0.19
H (2.341, 0.437, -0.589)  0.14
H (-0.040, -1.466, 0.678)  0.39
H (0.582, -0.116, 1.887)  0.30
H (-0.305, 1.430, 0.557)  0.36

Output
Structure (SMILES) ... SCC=C(Cl)Cl
Frontier orbital gap ... 9.5549 eV
Lowest unoccupied orbital energy ... 0.1 eV

Model b:
Below is a cluster of 2 separate species, C3H4Cl2S in total, with properties calculated with the ωB97M-V functional and the def2-TZVPD basis.

Each line ends with the Mulliken charge.
Geometry (Å):
S (1.517, 1.109, -1.063)  -0.11
C (2.304, -0.046, -0.296)  0.31
Cl (2.647, -1.595, -1.185)  -0.12
Cl (2.648, -0.206, 1.362)  -0.07
C (-1.961, 0.080, -0.307)  -0.49
C (-0.982, 0.179, 0.506)  -0.83
H (-2.578, 0.892, -0.064)  0.26
H (-2.430, -0.817, -0.746)  0.27
H (-0.157, -0.400, 0.642)  0.43
H (-1.008, 0.804, 1.152)  0.35

Output
Structure (SMILES) ... S=C(Cl)Cl.C=C
Frontier orbital gap ... 8.7410 eV
Lowest unoccupied orbital energy ... -0.9 eV

Result of the stability comparison: model b is the least stable of them.